Record 1
DFT (wB97M-V/def2-TZVPD) results for a cluster of 6 separate species, H12O6 in total.

```
! RIJCOSX wB97M-V def2-TZVPD def2/J DEFGRID3
* xyz 0 1
O -5.409 -1.248 -2.517
H 3.176 -3.568 -0.356
H 3.424 1.767 -2.355
H 2.838 -2.218 -0.953
O 0.600 2.208 6.689
H 4.094 0.897 -3.383
H -5.796 -1.218 -1.641
H -1.860 5.092 -1.269
O 2.476 -2.898 -0.369
H -0.592 -3.001 0.355
H -0.014 2.026 7.407
O 3.684 0.851 -2.507
H 0.604 -3.498 -0.642
H 0.148 1.969 5.877
H -4.600 -1.766 -2.518
O -0.173 -3.727 -0.113
H -1.454 3.710 -0.889
O -1.149 4.623 -0.815
*
```

SMILES	O.O.O.O.O.O
E_HOMO	-10.8	eV

Charges per atom according to Mulliken partitioning, unit e: atom 1 (O): -0.65, atom 2 (H): 0.32, atom 3 (H): 0.32, atom 4 (H): 0.33, atom 5 (O): -0.64, atom 6 (H): 0.32, atom 7 (H): 0.32, atom 8 (H): 0.32, atom 9 (O): -0.67, atom 10 (H): 0.30, atom 11 (H): 0.32, atom 12 (O): -0.64, atom 13 (H): 0.36, atom 14 (H): 0.32, atom 15 (H): 0.33, atom 16 (O): -0.65, atom 17 (H): 0.32, atom 18 (O): -0.64

=====

Record 2
DFT (wB97M-V/def2-TZVPD) results for an isolated molecule of C2H3N5O.

```
! RIJCOSX wB97M-V def2-TZVPD def2/J DEFGRID3
* xyz 0 1
N -0.199 -1.299 2.970
N 1.029 0.606 -1.723
N -1.000 0.763 -1.189
H 1.736 1.204 -1.872
N -0.804 -0.413 0.836
O 1.025 0.198 -0.472
H -1.177 -0.895 3.138
C 0.013 -1.008 1.750
C -0.288 0.170 -0.117
H 1.084 -1.150 1.390
N -0.195 0.956 -2.133
*
```

SMILES	[H]/N=C\N=c1\nn[nH]o1
E_HOMO	-9.8	eV

Charges per atom according to Mulliken partitioning, unit e: atom 1 (N): -0.56, atom 2 (N): 0.10, atom 3 (N): -0.19, atom 4 (H): 0.25, atom 5 (N): -0.49, atom 6 (O): -0.21, atom 7 (H): 0.28, atom 8 (C): 0.06, atom 9 (C): 0.66, atom 10 (H): 0.34, atom 11 (N): -0.22

=====

Record 3
DFT (wB97M-V/def2-TZVPD) results for a cluster of 2 separate species, C2H2F2S2 in total.

```
! RIJCOSX wB97M-V def2-TZVPD def2/J DEFGRID3
* xyz 0 1
H -0.308 0.817 -0.582
C -1.143 0.349 -1.045
F -1.292 0.770 -2.337
H 0.902 -1.347 1.012
C 1.140 -0.343 1.135
S 2.201 0.520 0.284
S -1.865 -1.019 -0.517
F 0.365 0.252 2.052
*
```

SMILES	FC=S.FC=S
E_HOMO (spin up / spin down)	-9.9 / -9.9	eV

Charges per atom according to Mulliken partitioning, unit e: atom 1 (H): 0.07, atom 2 (C): 0.28, atom 3 (F): -0.18, atom 4 (H): 0.41, atom 5 (C): -0.05, atom 6 (S): -0.20, atom 7 (S): -0.19, atom 8 (F): -0.14

=====

Record 4
DFT (wB97M-V/def2-TZVPD) results for a cluster of 2 separate species, C8H19NO in total.

```
! RIJCOSX wB97M-V def2-TZVPD def2/J DEFGRID3
* xyz 0 1
C 0.020 2.311 2.547
H 1.352 0.870 -3.708
H 2.321 -0.161 1.778
H 0.740 3.161 2.692
H 1.254 -0.533 -2.378
H -0.158 -2.007 -2.457
H -1.251 1.192 -0.001
H -0.635 2.518 3.266
H -2.491 -0.191 0.044
H -0.042 0.158 2.381
H -0.895 -3.860 -0.823
C -0.579 0.426 -2.550
O -1.416 1.185 -2.970
H 2.862 1.257 2.561
H 2.128 1.519 1.199
N -0.957 -0.465 -1.396
H -0.694 2.252 1.657
C 0.663 0.951 2.773
C 0.737 0.051 -3.113
C -1.269 0.088 -0.039
C -0.306 -1.804 -1.369
C 1.986 0.847 2.005
H -0.607 -0.107 0.730
H 1.085 0.756 3.901
H -2.385 -2.896 -1.363
H -1.470 -2.543 0.166
H 0.605 -0.414 -4.047
C -1.272 -2.850 -0.774
H 0.675 -1.710 -0.712
*
```

SMILES	CCN(C)C(C)=O.CCC
E_HOMO	-8.7	eV

Charges per atom according to Mulliken partitioning, unit e: atom 1 (C): -1.00, atom 2 (H): 0.31, atom 3 (H): 0.34, atom 4 (H): 0.32, atom 5 (H): 0.35, atom 6 (H): 0.44, atom 7 (H): 0.41, atom 8 (H): 0.42, atom 9 (H): 0.24, atom 10 (H): 0.25, atom 11 (H): 0.40, atom 12 (C): 0.60, atom 13 (O): -0.57, atom 14 (H): 0.43, atom 15 (H): 0.39, atom 16 (N): 0.13, atom 17 (H): 0.12, atom 18 (C): -0.03, atom 19 (C): -1.09, atom 20 (C): -1.14, atom 21 (C): -0.21, atom 22 (C): -1.36, atom 23 (H): 0.22, atom 24 (H): 0.28, atom 25 (H): 0.22, atom 26 (H): 0.43, atom 27 (H): 0.32, atom 28 (C): -1.38, atom 29 (H): 0.16

=====

Record 5
DFT (wB97M-V/def2-TZVPD) results for a structure of composition C46H57BCrNO2P2S5.

```
! RIJCOSX wB97M-V def2-TZVPD def2/J DEFGRID3
* xyz 2 2
H 1.793 1.681 3.671
C -2.823 2.662 -1.705
H 0.850 -9.195 -2.347
C -4.174 2.875 -1.442
C -3.134 3.483 -3.942
H 2.730 4.184 -0.737
H -1.106 4.464 3.945
C -2.495 0.052 2.608
C -0.733 -0.130 -2.592
C -4.472 3.715 -3.671
H -6.027 3.611 -2.202
H -2.518 0.596 7.059
H -4.508 -4.783 0.939
H 2.635 -8.248 -3.849
H -4.032 -0.856 -2.698
H 2.979 -7.832 0.433
H 3.717 2.609 -2.452
C 3.781 0.810 -1.268
C 2.480 -7.899 -1.697
H 0.548 0.063 -4.300
H -3.128 1.182 4.357
H -4.817 -0.151 -0.741
C -2.311 2.953 -2.963
H 2.136 -10.021 -1.472
H 3.893 -0.227 1.193
C 1.790 -5.617 -0.841
C -0.033 -5.319 -2.999
H 0.067 0.103 -1.861
H -5.114 4.138 -4.429
C -5.899 -1.930 -0.231
H -0.755 0.374 7.112
P -2.082 -0.619 -0.300
H 4.006 -8.835 -2.915
C -2.152 4.785 0.250
H 4.016 1.308 -0.329
H 3.213 2.607 1.028
H -2.444 -3.451 0.597
C -4.990 3.406 -2.422
C -3.039 -0.608 -3.032
C -1.844 3.525 0.768
H -4.577 2.647 -0.465
H -1.143 2.485 2.522
Cr 0.318 -0.603 -0.150
C -2.960 0.150 4.055
C 1.435 -0.396 3.271
H -4.341 0.421 1.558
P -1.698 2.102 -0.376
H -1.295 -0.264 -5.909
C -0.459 -0.103 -3.944
C 3.478 -7.893 -0.532
H -6.708 -3.812 0.380
S 2.780 -0.695 -0.880
C -3.509 -1.722 -0.082
S 1.167 -1.610 1.916
H -2.725 3.738 -4.908
H -1.679 6.675 3.013
C -1.496 -0.289 -4.849
C -1.598 0.651 6.487
C -3.417 -3.029 0.378
C 3.085 1.748 -2.232
H -1.265 2.774 -3.164
H -3.869 -0.425 4.224
C -4.572 -3.776 0.554
C -5.810 -3.229 0.249
S 1.061 1.604 1.377
O 1.010 -3.346 -0.245
H 0.457 -0.330 3.755
C 3.280 -8.031 -3.003
H 2.133 -0.862 3.967
C -1.723 5.798 2.386
H -1.461 0.410 2.535
C 0.729 -6.463 -2.825
H 4.189 -7.073 -0.623
H 0.977 -9.020 -0.599
H 4.614 -1.616 0.361
S 1.461 2.363 -1.658
C -2.782 -0.510 -4.390
C 1.647 -6.632 -1.779
C 2.192 2.991 0.983
B 0.135 -2.480 -0.865
C 1.549 -9.108 -1.520
H 2.066 3.742 1.764
H -2.328 6.875 0.634
H 4.042 -8.822 -0.548
S -1.643 -0.544 5.127
C -2.092 5.909 1.055
H -1.457 1.650 6.086
H -2.449 4.892 -0.782
H 3.399 -2.274 2.482
H -3.437 1.893 1.938
C -1.437 3.435 2.101
H 2.771 -3.067 1.024
C 1.027 -4.485 -1.009
H 3.009 0.948 2.616
H -0.722 -5.225 -3.822
H 2.858 1.235 -3.166
C 3.675 -1.152 0.664
C -2.017 -0.395 -2.115
H -6.860 -1.503 -0.474
C -1.399 4.556 2.907
H 3.817 -7.108 -3.213
C 2.894 -2.112 1.530
C 0.140 -4.312 -2.071
C 1.887 3.592 -0.379
H -2.498 -1.005 2.313
O -0.418 -3.059 -1.972
H 4.712 0.450 -1.712
C -4.756 -1.172 -0.388
H -3.592 -0.628 -5.095
H 2.465 -5.697 -0.007
C 1.946 0.970 2.858
N -2.752 0.851 0.276
C -3.337 0.853 1.613
H 1.004 4.231 -0.331
H 0.591 -7.255 -3.542
*
```

E_HOMO (spin up / spin down)	-12.6 / -12.6	eV
<S²>	0.87

Here are the Mulliken charges for atoms 1 to 99, given in e: atom 1 (H): 0.66, atom 2 (C): 0.50, atom 3 (H): 0.36, atom 4 (C): -0.34, atom 5 (C): -0.66, atom 6 (H): 0.66, atom 7 (H): 0.52, atom 8 (C): 1.51, atom 9 (C): 0.94, atom 10 (C): -0.76, atom 11 (H): 0.49, atom 12 (H): 0.35, atom 13 (H): 0.50, atom 14 (H): 0.35, atom 15 (H): 0.61, atom 16 (H): 0.41, atom 17 (H): 0.59, atom 18 (C): -0.60, atom 19 (C): 1.83, atom 20 (H): 0.50, atom 21 (H): 0.50, atom 22 (H): 0.49, atom 23 (C): -0.48, atom 24 (H): 0.44, atom 25 (H): 0.33, atom 26 (C): -1.03, atom 27 (C): -2.24, atom 28 (H): -0.69, atom 29 (H): 0.42, atom 30 (C): -0.62, atom 31 (H): 0.39, atom 32 (P): 1.44, atom 33 (H): 0.47, atom 34 (C): -1.25, atom 35 (H): 0.19, atom 36 (H): 0.63, atom 37 (H): 0.46, atom 38 (C): -0.80, atom 39 (C): -0.71, atom 40 (C): 0.77, atom 41 (H): 0.33, atom 42 (H): 0.60, atom 43 (Cr): -1.06, atom 44 (C): -1.06, atom 45 (C): 0.06, atom 46 (H): 0.49, atom 47 (P): 0.47, atom 48 (H): 0.51, atom 49 (C): -1.21, atom 50 (C): -2.03, atom 51 (H): 0.41, atom 52 (S): 0.33, atom 53 (C): 1.35, atom 54 (S): 0.08, atom 55 (H): 0.45, atom 56 (H): 0.45, atom 57 (C): -1.09, atom 58 (C): -0.85, atom 59 (C): -0.46, atom 60 (C): -1.15, atom 61 (H): 0.43, atom 62 (H): 0.49, atom 63 (C): -0.75, atom 64 (C): -0.92, atom 65 (S): 0.65, atom 66 (O): -0.34, atom 67 (H): -0.58, atom 68 (C): -1.64, atom 69 (H): 0.85, atom 70 (C): -0.85, atom 71 (H): -1.00, atom 72 (C): -0.33, atom 73 (H): 0.39, atom 74 (H): 0.38, atom 75 (H): 0.67, atom 76 (S): 0.43, atom 77 (C): -1.21, atom 78 (C): 0.29, atom 79 (C): -1.28, atom 80 (B): 1.54, atom 81 (C): -1.68, atom 82 (H): 0.65, atom 83 (H): 0.47, atom 84 (H): 0.45, atom 85 (S): -0.01, atom 86 (C): -0.79, atom 87 (H): 0.17, atom 88 (H): 0.47, atom 89 (H): 0.69, atom 90 (H): 0.69, atom 91 (C): 0.19, atom 92 (H): -0.22, atom 93 (C): 0.48, atom 94 (H): 0.50, atom 95 (H): 0.55, atom 96 (H): 0.34, atom 97 (C): -0.78, atom 98 (C): 1.01, atom 99 (H): 0.51

=====

| no. | E (Ha) |
| --- | --- |
| 1 | -458.6052 |
| 2 | -426.8909 |
| 3 | -1073.4443 |
| 4 | -446.0633 |
| 5 | -5734.7824 |